Record 1
Density functional theory data (ωB97M-V/def2-TZVPD) for a molecular structure, C4H5LiO2Y in a non-equilibrium geometry.

Lowest unoccupied orbital energy (alpha / beta), eV: -9.8 / -9.8
Total energy, Ha: -350.998701
Relative energy (zero: lowest compared OMol25 entry of this formula, charge and spin), eV: 0.258
HOMO energy (alpha / beta), Eh: -0.560 / -0.560
Max |F|, eV/A: 6.51
Gap between HOMO and LUMO (alpha / beta), eV: 5.4607 / 5.4661

```
! RIJCOSX wB97M-V def2-TZVPD def2/J DEFGRID3
* xyz 2 2
H 1.40915 0.85036 -0.69961
C 0.76578 0.65436 0.33377
C 0.32409 -0.76167 0.70657
C -0.44840 -1.18870 -0.54733
C -1.03641 0.11704 -1.04708
O -0.51791 1.11473 -0.24272
O 1.23387 1.47269 1.23759
Li 0.39884 2.50917 2.49778
Y -1.96518 0.89348 -3.13096
H -0.33216 -0.68313 1.58723
H 1.19879 -1.37234 0.96529
H -1.28292 -1.89638 -0.43458
H 0.25246 -1.70960 -1.22595
*
```


Record 2
Density functional theory data (ωB97M-V/def2-TZVPD) for a molecular structure, C36H43BrCl3GdNOP2 in a non-equilibrium geometry.

Lowest unoccupied orbital energy (alpha / beta), eV: 2.4 / 2.4
Total energy, Ha: -6930.062693
HOMO energy (alpha / beta), Eh: -0.128 / -0.135
Max |F|, eV/A: 12.97
Gap between HOMO and LUMO (alpha / beta), eV: 5.8839 / 6.0696

```
! RIJCOSX wB97M-V def2-TZVPD def2/J DEFGRID3
* xyz -1 8
Gd -0.69344 -0.19156 0.09233
C -3.33717 3.42559 -2.62106
C -3.09030 1.96852 -2.25769
C -4.15991 1.48484 -1.27405
P -1.41338 1.51695 -1.66863
C -0.21294 2.17764 -2.90621
C 1.22966 2.01588 -2.40782
C -0.35492 1.44839 -4.24507
C -1.09035 2.61061 -0.07840
C -0.88330 3.98598 -0.36895
C -0.46173 4.89658 0.59507
C -0.19367 4.44991 1.87398
C -0.40046 3.10722 2.20498
C -0.91535 2.14812 1.30069
N -1.29138 0.90369 1.72864
C -0.92022 0.22454 2.85384
C -1.36144 0.75722 4.09468
C -1.16376 0.13066 5.32107
C -0.55025 -1.10518 5.36132
C -0.16051 -1.72091 4.16921
C -0.33589 -1.12195 2.89807
P 0.19734 -2.22393 1.40031
C 0.70661 -3.90925 1.84001
C -0.46143 -4.73308 2.39938
C 1.97299 -4.11762 2.65873
C 1.63950 -1.26944 0.76539
C 2.68720 -0.87267 1.80393
C 2.30276 -1.97328 -0.41941
H -4.31451 3.53086 -3.10736
H -2.59161 3.80915 -3.32366
H -3.35086 4.07396 -1.74014
H -3.23557 1.38902 -3.17854
H -4.11189 2.02499 -0.32211
H -4.05508 0.41490 -1.05906
H -5.16203 1.63522 -1.69168
H -0.38815 3.24055 -3.09357
H 1.47836 0.96617 -2.21251
H 1.41203 2.57548 -1.48447
H 1.93864 2.39312 -3.15337
H -0.17979 0.37103 -4.14261
H 0.37046 1.83460 -4.97037
H -1.35084 1.58835 -4.67812
H -1.03236 4.37121 -1.36906
H -0.32178 5.94014 0.33780
H 0.16531 5.13498 2.63528
H -0.16791 2.81769 3.22534
H -1.91930 1.69440 4.08716
H -1.51897 0.60354 6.22942
H -0.40196 -1.61217 6.30732
H 0.26784 -2.70436 4.26940
H 0.92354 -4.37620 0.86874
H -0.76252 -4.41878 3.40214
H -0.18873 -5.79298 2.46055
H -1.34533 -4.66688 1.75342
H 2.01827 -3.51896 3.56945
H 2.86212 -3.87991 2.06697
H 2.07724 -5.16903 2.95150
H 1.22222 -0.33276 0.37468
H 3.19792 -1.73214 2.24228
H 2.25671 -0.28924 2.62347
H 3.45842 -0.24497 1.34253
H 2.77697 -2.91549 -0.12562
H 3.08055 -1.33744 -0.85723
H 1.57820 -2.19517 -1.21097
Cl 6.28040 1.20825 -1.85649
C 4.74541 1.18979 -1.07524
C 3.73952 0.36683 -1.54955
C 2.50407 0.37119 -0.89738
Cl 1.24432 -0.65241 -1.48282
C 2.19804 1.16215 0.22493
O 1.03695 1.09606 0.75248
C 3.26863 1.98295 0.66274
Cl 3.10333 3.04271 2.03830
C 4.52097 2.00010 0.02789
H 3.89653 -0.27290 -2.40988
H 5.30687 2.64690 0.40311
Br -2.82310 -4.97137 -4.70646
C -2.25285 -3.70479 -3.42398
C -2.50126 -2.34847 -3.63330
C -2.07899 -1.41580 -2.68462
C -1.41349 -1.84041 -1.53619
C -1.16736 -3.19666 -1.33107
C -1.58717 -4.13426 -2.27608
H -3.01955 -2.00975 -4.52619
H -2.26589 -0.35641 -2.83480
H -0.64789 -3.51709 -0.43264
H -1.39162 -5.18995 -2.10916
H -2.66574 -0.69306 0.51503
*
```


Record 3
Density functional theory data (ωB97M-V/def2-TZVPD) for a molecular structure, C26H33BF4IrN4OS in a non-equilibrium geometry.

Lowest unoccupied orbital energy (alpha / beta), eV: -8.6 / -8.6
Total energy, Ha: -2231.223743
Relative energy (zero: lowest compared OMol25 entry of this formula, charge and spin), eV: 5.347
HOMO energy (alpha / beta), Eh: -0.517 / -0.517
Max |F|, eV/A: 4.71
Gap between HOMO and LUMO (alpha / beta), eV: 5.4846 / 5.4658

```
! RIJCOSX wB97M-V def2-TZVPD def2/J DEFGRID3
* xyz 2 2
Ir -0.00474 0.02183 -0.26425
C 1.89340 -2.52318 -0.12821
C 2.50232 -1.70598 0.99412
N 2.00794 -0.31970 0.92734
C 1.87275 0.34450 2.22933
C 0.79552 -0.28633 3.10168
S -0.70297 -0.79288 2.18826
C -0.48752 -2.60025 2.06763
C -0.44071 -3.05633 0.61913
N 0.45767 -2.26645 -0.23546
H 2.36492 -2.23055 -1.06746
H 2.09404 -3.58396 0.04407
H 2.23663 -2.13341 1.95706
H 3.59034 -1.73887 0.91336
H 2.62542 0.23508 0.33643
H 2.81529 0.31668 2.78708
H 1.62299 1.38686 2.03980
H 1.15727 -1.15581 3.64687
H 0.46888 0.44811 3.83582
H 0.38610 -2.89783 2.64200
H -1.36859 -3.03982 2.53503
H -0.15732 -4.11346 0.59348
H -1.44390 -2.96736 0.19896
H 0.15429 -2.46400 -1.19431
C 0.56785 -1.44172 -3.39563
N 0.56235 -0.25797 -2.53331
C 0.75768 0.91036 -3.05861
C 0.94273 2.03014 -2.25974
C 1.24246 3.35943 -2.58488
C 1.40014 4.02878 -1.38015
C 1.18677 3.08533 -0.36038
N 0.93108 1.88708 -0.88874
C -0.65771 -2.32155 -3.31372
C -0.54638 -3.65589 -2.92990
C -1.66772 -4.47397 -2.91305
C -2.90411 -3.95740 -3.27376
C -3.01510 -2.63620 -3.68608
C -1.90099 -1.81566 -3.68282
H 1.44641 -2.03764 -3.12588
H 0.69771 -1.12902 -4.43535
H 0.84117 1.03548 -4.13662
H 1.32749 3.76325 -3.58011
H 1.66124 5.06104 -1.22280
H 1.22161 3.26256 0.70340
H 0.42950 -4.07542 -2.69847
H -1.57494 -5.51329 -2.62835
H -3.78658 -4.57856 -3.21258
H -3.97723 -2.23072 -3.96512
H -1.99900 -0.77500 -3.96818
C -1.95899 3.10829 2.67950
C -1.75139 2.50782 1.32188
O -0.80925 1.69307 1.21525
C -2.62091 2.94472 0.23019
C -2.47352 2.42779 -1.06249
C -3.27865 2.84605 -2.09752
C -4.27187 3.78875 -1.85999
C -4.44118 4.30718 -0.58438
C -3.63068 3.89150 0.45306
H -1.20445 2.73426 3.36723
H -2.94587 2.84075 3.05906
H -1.89214 4.19462 2.63266
H -1.73308 1.66144 -1.24002
H -3.17300 2.42276 -3.08654
H -4.91183 4.11469 -2.66797
H -5.21942 5.03431 -0.39996
H -3.79621 4.29978 1.43980
F -3.64056 -2.17999 -0.36269
B -3.30660 -0.86863 -0.51150
F -1.81007 -0.93549 -0.99365
F -3.96775 -0.19709 -1.48873
F -3.19089 -0.17290 0.67840
*
```